No. 1
Molecular formula: C5H23B2Cl3CoCrN5O22
Method: DFT, ωB97M-V/def2-TZVPD

## Properties
E_LUMO (spin up / spin down) ... -0.802 / -0.204 eV
Total charge ... -1
Maximum force ... 7.275 eV/Å
HOMO level (spin up / spin down) ... -0.228 / -0.228 Eh
2S+1 ... 8

Geometry (Å):
Cr (5.3647, 21.0400, -4.1985)
Co (9.5400, 20.4814, -5.9150)
Cl (11.4761, 21.8435, -8.5854)
O (11.0844, 20.7827, -9.4761)
O (12.8571, 21.7702, -8.2802)
O (11.2467, 23.1134, -9.2075)
O (10.7031, 21.6834, -7.4422)
Cl (8.5048, 24.8105, -6.6645)
O (8.9516, 24.9891, -8.0603)
O (8.1252, 23.4757, -6.5047)
O (9.6488, 25.0496, -5.7930)
O (7.5013, 25.6629, -6.3078)
Cl (9.6274, 18.5856, -2.5654)
O (10.8332, 18.1220, -1.9543)
O (8.6156, 17.6298, -2.4123)
O (9.0770, 19.7162, -1.8290)
O (9.7662, 19.0078, -3.9278)
B (5.7703, 19.5701, -2.5028)
H (6.3072, 18.6642, -2.7381)
H (5.5974, 19.3687, -1.4570)
H (6.3468, 20.4714, -2.6431)
H (4.8045, 19.6050, -2.9827)
B (7.3373, 20.8021, -5.3057)
H (7.7110, 20.3270, -6.1994)
H (6.5761, 21.5259, -5.5525)
H (6.8695, 20.0242, -4.7222)
H (8.1960, 21.1860, -4.7770)
C (9.2915, 18.0967, -9.6467)
N (8.8724, 17.9083, -8.2842)
O (7.8336, 17.2905, -8.0994)
O (9.3284, 18.6074, -7.3500)
H (8.7900, 18.9867, -10.0268)
H (9.0314, 17.2408, -10.2694)
H (10.3650, 18.2858, -9.6437)
C (7.8497, 20.9463, -11.6604)
N (7.0420, 20.4482, -10.4587)
O (6.2257, 19.5676, -10.7169)
O (7.3440, 20.9146, -9.3686)
H (7.3527, 20.5540, -12.5477)
H (8.9057, 20.6764, -11.6685)
H (7.8788, 22.0201, -11.4752)
C (9.3044, 14.1951, -5.9572)
N (10.2685, 15.0524, -6.7151)
O (10.6711, 16.1165, -6.2070)
O (10.5769, 14.6812, -7.8621)
H (9.9670, 13.5731, -5.3554)
H (8.6282, 13.5918, -6.5630)
H (8.6870, 14.8507, -5.3432)
C (13.2772, 19.1827, -4.2250)
N (12.8343, 18.7750, -5.5664)
O (13.5367, 17.9969, -6.1922)
O (11.8476, 19.2615, -6.0237)
H (12.4807, 19.4085, -3.5160)
H (13.7048, 20.1815, -4.3122)
H (14.0698, 18.5492, -3.8269)
C (10.4920, 23.5907, -2.6573)
N (11.1618, 22.6499, -3.6268)
O (12.3889, 22.6646, -3.7135)
O (10.4569, 21.8188, -4.2571)
H (9.8714, 22.9771, -2.0044)
H (10.0414, 24.2586, -3.3915)
H (11.2774, 24.1102, -2.1084)

---

No. 2
Molecular formula: C5H23N2O5
Method: DFT, ωB97M-V/def2-TZVPD

## Properties
E_LUMO ... -2.791 eV
Total charge ... +1
Maximum force ... 2.499 eV/Å
HOMO level ... -0.442 Eh
Relative energy (zero: lowest compared OMol25 entry of this formula, charge and spin) ... 166.0 kJ/mol

Geometry (Å):
C (1.5991, -2.1770, -0.2988)
C (0.4086, -3.0608, 0.0031)
C (-0.9558, -2.3104, 0.1143)
C (-0.9734, -1.0162, -0.6581)
C (-0.4780, 0.0855, -0.0927)
N (-0.7188, 1.3871, -0.8198)
N (-1.5345, -1.0685, -1.9203)
H (1.5438, -1.4664, 0.5427)
H (1.4812, -1.6993, -1.2573)
H (2.5722, -2.6121, -0.0809)
H (0.2692, -3.8894, -0.7073)
H (0.5397, -3.6823, 0.8952)
H (-1.0239, -2.0729, 1.1769)
H (-1.8354, -2.9421, -0.0062)
H (-0.0332, 0.1054, 0.8827)
H (-0.2282, 2.1346, -0.3387)
H (-0.3861, 1.1784, -1.7706)
H (-1.7062, 1.5536, -0.6624)
H (-2.0122, -0.2632, -2.2872)
H (-1.9640, -1.9570, -2.1005)
H (0.9316, 0.1624, -3.7318)
H (0.8580, 1.7709, -3.6482)
O (0.3920, 0.9385, -3.5537)
H (1.2209, 1.7255, 0.9886)
H (2.3967, 2.6889, 0.5405)
O (1.9675, 1.8467, 0.3767)
H (0.6573, -1.3471, 3.2853)
H (1.8900, -0.9371, 2.3861)
O (1.0049, -0.6941, 2.6729)
H (-1.6805, 4.1042, 0.6616)
H (-2.7374, 3.3099, 1.1572)
O (-1.9771, 3.1833, 0.5614)
H (-0.5331, 2.4763, 2.2121)
H (0.6463, 1.9322, 3.0591)
O (0.3990, 2.6123, 2.4183)

---

No. 3
Molecular formula: C5H23N2O7
Method: DFT, ωB97M-V/def2-TZVPD

## Properties
E_LUMO ... -2.599 eV
Total charge ... +1
Maximum force ... 4.022 eV/Å
HOMO level ... -0.464 Eh
Relative energy (zero: lowest compared OMol25 entry of this formula, charge and spin) ... 417.2 kJ/mol

Geometry (Å):
O (0.3983, -2.5607, -0.8156)
C (1.2905, -1.8333, -0.5244)
C (0.9644, -0.3120, -0.2434)
C (1.1902, -0.1649, 1.3063)
C (-0.1516, -0.0076, 2.0880)
C (-2.0503, -1.3456, 2.6062)
N (-1.0648, -1.0946, 1.8610)
N (-0.4048, 0.2374, -0.6482)
H (2.3906, -2.1416, -0.4045)
H (1.6383, 0.2179, -0.8837)
H (1.6626, 0.7209, 1.5679)
H (1.6772, -1.0023, 1.8628)
H (0.2016, 0.0304, 3.1890)
H (-0.6808, 0.9447, 1.5807)
H (-2.7000, -2.2904, 2.4974)
H (-2.3194, -1.0106, 3.6748)
H (-1.0183, -0.2187, 0.0440)
H (-0.6663, 0.0519, -1.6237)
H (-0.3514, 1.2483, -0.5131)
H (-3.8881, 0.9962, 1.0689)
H (-4.1922, 1.4129, -0.2496)
O (-3.6979, 1.8314, 0.4765)
H (4.2219, 0.3705, -1.6191)
H (4.2380, 1.5128, -0.5528)
O (3.6500, 0.9065, -1.0472)
H (3.5604, -0.0218, 3.3060)
H (2.2385, 0.0630, 4.3538)
O (2.6112, 0.0713, 3.4538)
H (-0.3221, -1.1578, -3.4798)
H (0.9263, -0.6014, -4.2731)
O (0.3688, -0.4700, -3.4892)
H (-0.4383, 2.2614, -2.9090)
H (-0.3357, 3.4570, -1.9342)
O (-0.0024, 2.6092, -2.0653)
H (-2.9297, -0.3702, -3.1649)
H (-3.2531, -1.5874, -2.2486)
O (-2.7614, -0.7527, -2.2475)

---

No. 4
Molecular formula: C5H23NO5
Method: DFT, ωB97M-V/def2-TZVPD

## Properties
E_LUMO ... 0.160 eV
Maximum force ... 1.651 eV/Å
SMILES string ... CC[C@@H](C)CN.O.O.O.O.O
HOMO level ... -0.350 Eh
Relative energy (zero: lowest compared OMol25 entry of this formula, charge and spin) ... 1.3 kJ/mol

Geometry (Å):
C (-1.2812, -2.5422, -0.6583)
C (-1.0484, -1.8348, 0.6960)
C (-0.9614, -0.3067, 0.6621)
C (-2.3527, 0.2781, 0.3244)
C (-0.5059, 0.2179, 2.0396)
N (0.9380, 0.4161, 2.1041)
H (-1.8547, -1.9413, -1.3602)
H (-0.3303, -2.8125, -1.1264)
H (-1.7420, -3.4912, -0.3654)
H (-1.7254, -2.1597, 1.4787)
H (-0.0796, -2.2004, 1.0810)
H (-0.2914, -0.0395, -0.1398)
H (-3.1779, -0.2724, 0.7705)
H (-2.3186, 1.3567, 0.4709)
H (-2.5505, 0.1724, -0.7530)
H (-1.1126, 1.0778, 2.3095)
H (-0.7694, -0.5774, 2.7189)
H (1.4042, -0.4526, 2.3427)
H (1.2742, 1.1593, 2.6954)
O (-0.5662, 3.5427, -1.0850)
H (-0.9874, 2.7390, -1.4226)
H (-0.0566, 3.2320, -0.3280)
O (2.2846, 2.9445, 0.4687)
H (1.9911, 2.7836, -0.4365)
H (1.9642, 2.1846, 0.9708)
O (3.0577, -1.4448, -0.1439)
H (3.4952, -1.8991, 0.5809)
H (2.1172, -1.6340, -0.0233)
O (-0.7014, -0.0890, -2.8151)
H (0.1765, 0.0187, -2.3917)
H (-0.4109, -0.3472, -3.6994)
O (1.7002, 0.7672, -1.5848)
H (2.3501, 1.2144, -2.1330)
H (2.0714, -0.0604, -1.2480)

---

No. 5
Molecular formula: C5H23NO6S2
Method: DFT, ωB97M-V/def2-TZVPD

## Properties
E_LUMO ... 5.058 eV
Total charge ... -2
Maximum force ... 2.279 eV/Å
HOMO level ... -0.015 Eh
Relative energy (zero: lowest compared OMol25 entry of this formula, charge and spin) ... 44.5 kJ/mol

Geometry (Å):
C (-1.5483, 0.1435, -1.6741)
C (-2.3618, -1.0756, -1.2246)
S (-2.6204, -1.0890, 0.6096)
C (-0.0529, -0.2186, -1.8247)
N (0.4838, -0.3781, -0.4855)
C (1.9400, -0.6281, -0.4683)
C (2.4592, -1.8994, -1.2263)
S (3.5587, -1.5738, -2.6011)
H (-1.9180, 0.5745, -2.6065)
H (-1.5692, 0.8061, -0.8177)
H (-3.3681, -1.0848, -1.6516)
H (-1.9000, -2.0232, -1.5196)
H (0.4406, 0.6051, -2.3436)
H (-0.0553, -1.1371, -2.4270)
H (-0.1041, -1.0823, -0.0445)
H (2.0808, -0.9356, 0.5773)
H (2.4508, 0.2804, -0.7765)
H (2.9775, -2.5013, -0.4789)
H (1.5738, -2.4287, -1.5339)
H (-0.9748, 2.5117, 4.1265)
H (-1.0744, 3.1366, 2.7631)
O (-1.4463, 3.2054, 3.6533)
H (-0.9386, -1.2264, 3.0108)
H (-0.0513, -0.0363, 3.3871)
O (-0.3717, -0.8871, 3.7223)
H (-0.4435, 2.5233, 0.4500)
H (-1.9397, 2.7585, 0.3901)
O (-1.1050, 3.1534, 0.1036)
H (2.3827, -2.7539, 3.2688)
H (1.2442, -1.6547, 3.4594)
O (2.1608, -1.8259, 3.1581)
H (0.8829, 1.3172, 1.4597)
H (-0.4253, 0.4712, 1.5296)
O (0.0377, 1.2388, 1.9135)
H (-0.1179, 0.4569, -4.6508)
H (-0.0677, 1.9064, -4.2280)
O (-0.2191, 1.3507, -4.9994)

---

No. 6
Molecular formula: C5H24N2O6
Method: DFT, ωB97M-V/def2-TZVPD

## Properties
E_LUMO ... 0.395 eV
Maximum force ... 2.555 eV/Å
SMILES string ... C[C@@H](N)CNCCO.O.O.O.O.O
HOMO level ... -0.327 Eh
Relative energy (zero: lowest compared OMol25 entry of this formula, charge and spin) ... 201.1 kJ/mol

Geometry (Å):
C (2.3060, 0.5545, 1.8605)
C (1.4876, -0.5133, 1.1001)
N (0.3801, -0.9494, 2.0046)
C (0.7540, -0.0200, -0.1641)
N (0.5291, -1.1204, -1.0676)
C (-0.5783, -1.1801, -2.0222)
C (-1.9560, -1.2296, -1.3514)
O (-2.9148, -1.4732, -2.3740)
H (2.2587, 1.5426, 1.4012)
H (3.3701, 0.3292, 1.8965)
H (1.9001, 0.5285, 2.8709)
H (2.1004, -1.3949, 0.9401)
H (-0.1867, -1.5828, 1.4616)
H (0.6096, -1.1655, 2.9593)
H (-0.1497, 0.4893, 0.1208)
H (1.4585, 0.7030, -0.6126)
H (1.3684, -1.5445, -1.4173)
H (-0.3881, -2.0512, -2.6410)
H (-0.5439, -0.2759, -2.6431)
H (-1.9814, -2.0993, -0.7035)
H (-2.1196, -0.2753, -0.8531)
H (-2.9010, -0.7397, -2.9988)
O (-0.0828, 2.6545, 1.8481)
H (0.4414, 1.8680, 2.0186)
H (-0.0666, 3.1600, 2.6657)
O (-1.6150, 0.4531, 3.7164)
H (-1.5442, 0.2546, 2.7740)
H (-1.9314, 1.3615, 3.7487)
O (1.6847, -4.1435, -0.4804)
H (0.8697, -4.2626, 0.0229)
H (1.5414, -3.2691, -0.8654)
O (-0.2314, 2.0940, -4.0574)
H (-0.0212, 1.1721, -3.9528)
H (0.5882, 2.5046, -3.7649)
O (-1.1911, 3.1777, -0.7664)
H (-1.1233, 3.0301, 0.1908)
H (-2.1214, 3.4129, -0.8647)

---

No. 7
Molecular formula: C5H24NO5
Method: DFT, ωB97M-V/def2-TZVPD

## Properties
E_LUMO ... -2.563 eV
Total charge ... +1
Maximum force ... 3.714 eV/Å
HOMO level ... -0.510 Eh
Relative energy (zero: lowest compared OMol25 entry of this formula, charge and spin) ... 21.8 kJ/mol

Geometry (Å):
C (1.9123, -0.2510, 1.1564)
C (0.6147, 0.3456, 0.5964)
C (0.9442, 1.5586, -0.2356)
C (-0.1641, 2.0932, -1.1416)
C (-0.1431, 1.4874, -2.5357)
N (-0.2044, 0.7547, 1.8140)
H (1.7672, -1.1734, 1.7359)
H (2.6624, -0.4876, 0.3856)
H (2.3388, 0.4607, 1.8655)
H (0.0231, -0.4262, 0.1105)
H (1.8063, 1.3619, -0.8745)
H (1.3526, 2.3813, 0.3681)
H (-0.0616, 3.1717, -1.2584)
H (-1.1626, 2.0426, -0.7020)
H (-0.9452, 1.7835, -3.2059)
H (-0.0353, 0.3997, -2.4894)
H (0.7412, 1.8439, -3.0718)
H (-0.2482, -0.0433, 2.4538)
H (0.2340, 1.5624, 2.2787)
H (-1.1524, 1.0343, 1.5192)
H (-2.6169, -0.8425, 2.3977)
H (-1.7257, -2.0990, 2.7475)
O (-1.8420, -1.1241, 2.8699)
H (-3.1489, -0.2256, 0.8059)
H (-3.5082, 1.0962, 1.4534)
O (-2.8601, 0.3684, 1.5137)
H (0.2182, -2.8433, -2.0005)
H (1.1240, -1.7526, -1.4244)
O (0.1844, -1.9797, -1.5970)
H (3.4823, -1.7216, -1.6993)
H (2.7170, -0.4402, -2.3500)
O (2.7853, -1.0405, -1.5864)
H (-0.9876, -2.2171, -0.2354)
H (-2.3525, -2.8394, -0.0746)
O (-1.7491, -2.2390, 0.4104)

---

No. 8
Molecular formula: C5H24NO6
Method: DFT, ωB97M-V/def2-TZVPD

## Properties
E_LUMO ... -2.546 eV
Total charge ... +1
Maximum force ... 6.397 eV/Å
HOMO level ... -0.507 Eh
Relative energy (zero: lowest compared OMol25 entry of this formula, charge and spin) ... 318.8 kJ/mol

Geometry (Å):
C (1.3313, -0.2150, 1.8562)
C (0.4751, -0.7569, 0.7462)
C (0.2460, 0.2977, -0.3755)
C (1.3555, 0.3501, -1.4585)
C (1.3018, -0.7108, -2.5608)
O (2.5500, -1.4446, -2.5939)
N (1.0141, -2.0740, 0.0312)
H (1.9820, 0.5227, 1.5048)
H (1.8626, -1.0322, 2.3861)
H (0.6746, 0.0432, 2.6698)
H (-0.5178, -1.0558, 1.2946)
H (0.0174, 1.2995, 0.1265)
H (-0.8295, -0.0048, -0.6566)
H (2.4109, 0.2545, -0.9099)
H (1.4454, 1.4329, -1.7738)
H (0.5091, -1.4920, -2.3583)
H (0.9241, -0.2216, -3.6190)
H (3.2179, -1.0885, -3.2308)
H (0.1260, -2.4256, -0.4872)
H (1.3073, -2.9368, 0.6226)
H (1.7683, -1.8600, -0.6016)
H (-1.3118, 3.8969, 0.5354)
H (-1.1869, 4.1035, 2.0129)
O (-1.5038, 3.3567, 1.2433)
H (-1.6554, -2.7681, -0.1718)
H (-1.7776, -3.1124, -1.6448)
O (-1.1678, -3.0861, -0.8743)
H (-3.4063, -1.0043, 2.4414)
H (-3.1159, -1.5962, 3.7634)
O (-2.8384, -1.5847, 2.8581)
H (0.9031, 3.9990, -0.7008)
H (1.0500, 4.2890, -2.0516)
O (0.2950, 4.0742, -1.4553)
H (-3.0271, 0.2671, 1.0766)
H (-2.2729, 1.6422, 1.2772)
O (-2.1564, 0.6411, 1.0783)

---

- Which formula does entry 5 have?
  C5H23NO6S2

---

- maximum force of number 2 (C5H23N2O5)?
  2.499 eV/Å

---

- What is the formula in the seventh record?
  C5H24NO5

---

What did the third record say?
Molecular formula: C5H23N2O7
Method: DFT, ωB97M-V/def2-TZVPD

## Properties
E_LUMO ... -2.599 eV
Total charge ... +1
Maximum force ... 4.022 eV/Å
HOMO level ... -0.464 Eh
Relative energy (zero: lowest compared OMol25 entry of this formula, charge and spin) ... 417.2 kJ/mol

Geometry (Å):
O (0.3983, -2.5607, -0.8156)
C (1.2905, -1.8333, -0.5244)
C (0.9644, -0.3120, -0.2434)
C (1.1902, -0.1649, 1.3063)
C (-0.1516, -0.0076, 2.0880)
C (-2.0503, -1.3456, 2.6062)
N (-1.0648, -1.0946, 1.8610)
N (-0.4048, 0.2374, -0.6482)
H (2.3906, -2.1416, -0.4045)
H (1.6383, 0.2179, -0.8837)
H (1.6626, 0.7209, 1.5679)
H (1.6772, -1.0023, 1.8628)
H (0.2016, 0.0304, 3.1890)
H (-0.6808, 0.9447, 1.5807)
H (-2.7000, -2.2904, 2.4974)
H (-2.3194, -1.0106, 3.6748)
H (-1.0183, -0.2187, 0.0440)
H (-0.6663, 0.0519, -1.6237)
H (-0.3514, 1.2483, -0.5131)
H (-3.8881, 0.9962, 1.0689)
H (-4.1922, 1.4129, -0.2496)
O (-3.6979, 1.8314, 0.4765)
H (4.2219, 0.3705, -1.6191)
H (4.2380, 1.5128, -0.5528)
O (3.6500, 0.9065, -1.0472)
H (3.5604, -0.0218, 3.3060)
H (2.2385, 0.0630, 4.3538)
O (2.6112, 0.0713, 3.4538)
H (-0.3221, -1.1578, -3.4798)
H (0.9263, -0.6014, -4.2731)
O (0.3688, -0.4700, -3.4892)
H (-0.4383, 2.2614, -2.9090)
H (-0.3357, 3.4570, -1.9342)
O (-0.0024, 2.6092, -2.0653)
H (-2.9297, -0.3702, -3.1649)
H (-3.2531, -1.5874, -2.2486)
O (-2.7614, -0.7527, -2.2475)